# 1
Formula: C2H7ClSi2
Source: OMol25
Level of theory: ωB97M-V/def2-TZVPD

E_HOMO ... -8.080 eV
Lowest unoccupied orbital energy ... -0.038 eV
Energy relative to the best compared isomer or geometry (same formula, charge and spin) ... 292.7 kJ/mol
Maximum force ... 0.11606 hartree/bohr
Structure (SMILES) ... [SiH3]C/C=[SiH]\Cl
Energy ... -30462.6688 eV

Atoms and positions in Å:
Si -1.678 -1.330 0.219
C -0.628 0.340 0.243
C 0.672 0.221 -0.575
Si 2.153 1.225 -0.314
Cl 2.408 2.313 1.365
H -2.944 -1.486 -0.487
H -1.790 -2.157 1.428
H -0.579 -2.001 -0.691
H -1.218 1.092 -0.147
H -0.278 0.443 1.383
H 0.739 -0.505 -1.241
H 3.144 1.845 -1.184

=====

# 2
Formula: C2H7FN
Source: OMol25
Level of theory: ωB97M-V/def2-TZVPD

E_HOMO ... -15.101 eV
Lowest unoccupied orbital energy ... -4.033 eV
Energy relative to the best compared isomer or geometry (same formula, charge and spin) ... 141.3 kJ/mol
Maximum force ... 0.09436 hartree/bohr
Charge ... +1
Energy ... -6385.5754 eV

Atoms and positions in Å:
C 0.489 0.401 -0.577
C -1.218 0.753 0.616
N 0.909 -0.939 -0.134
F -1.287 -0.413 1.348
H -0.034 0.267 -1.523
H 1.085 1.317 -0.436
H -1.902 0.815 -0.221
H -1.106 1.601 1.270
H 0.124 -1.311 0.365
H 1.927 -0.925 0.326
H 1.014 -1.566 -1.034

=====

Among the records above, which one has the highest maximum force? C2H7ClSi2

=====

Copy entry 2 word for word.
Formula: C2H7FN
Source: OMol25
Level of theory: ωB97M-V/def2-TZVPD

E_HOMO ... -15.101 eV
Lowest unoccupied orbital energy ... -4.033 eV
Energy relative to the best compared isomer or geometry (same formula, charge and spin) ... 141.3 kJ/mol
Maximum force ... 0.09436 hartree/bohr
Charge ... +1
Energy ... -6385.5754 eV

Atoms and positions in Å:
C 0.489 0.401 -0.577
C -1.218 0.753 0.616
N 0.909 -0.939 -0.134
F -1.287 -0.413 1.348
H -0.034 0.267 -1.523
H 1.085 1.317 -0.436
H -1.902 0.815 -0.221
H -1.106 1.601 1.270
H 0.124 -1.311 0.365
H 1.927 -0.925 0.326
H 1.014 -1.566 -1.034

=====

energy of number 1 (C2H7ClSi2)? -30462.6688 eV

=====

Which of these has the lowest lowest unoccupied orbital energy? C2H7FN